A molecular structure, C3H3HgO3 at a distorted geometry. Source: OMol25; level of theory: wB97M-V/def2-TZVPD.

ORCA input file:
```
! wB97M-V def2-TZVPD RIJCOSX def2/J DEFGRID3
* xyz 0 2
C -2.15 0.29 -0.28
O 0.20 -0.93 -0.38
C 0.20 0.29 -0.07
C -2.45 -0.89 0.29
O -0.98 0.93 0.09
O 1.22 0.90 0.31
H -2.54 0.60 -1.25
H -2.09 -1.14 1.29
H -3.11 -1.57 -0.23
Hg 2.72 -0.87 -0.18
*
```

Computed properties:
orbital gap (alpha / beta)	9.47 / 6.14	eV
energy relative to the best compared isomer or geometry (same formula, charge and spin)	8.6	kcal per mole
⟨S²⟩	0.7543
E	-495.18148	a.u.

Results of the Mulliken charge analysis, in e, for atoms 1 through 2:
1 C -0.059
2 O -0.680